No. 1
A cluster of 2 separate species, C6H11NO in total at a distorted geometry. Source: the OMol25 dataset; level of theory: ωB97M-V with the def2-TZVPD basis set.

```
! RIJCOSX wB97M-V def2-TZVPD def2/J DEFGRID3
* xyz 0 1
C 0.43 2.54 -0.80
C 0.71 1.23 -0.15
C 1.13 1.03 1.13
N 0.94 -0.31 1.43
C 0.45 -0.97 0.33
C 0.27 -2.45 0.35
C 0.25 -0.04 -0.64
H -0.63 2.80 -0.67
H 1.04 3.34 -0.39
H 0.49 2.48 -1.89
H 1.45 1.70 1.91
H 1.43 -0.75 2.20
H 0.88 -2.96 -0.40
H 0.29 -2.92 1.34
H -0.75 -2.74 0.03
H -0.23 -0.19 -1.60
O -3.03 -0.79 -0.91
H -3.02 0.02 -0.36
H -2.10 -1.03 -0.90
*
```

The HOMO energy is -8.179 eV. The calculation puts the energy above the lowest of the compared OMol25 structures with the same formula, charge and spin at 15.09 kcal/mol. As for the SMILES: Cc1c[nH]c(C)c1.O. The value obtained for the calculated total energy is -9937.8001 eV. The value obtained for the LUMO energy is 0.845 eV.

***

No. 2
A structure of composition C6H11NO at a distorted geometry. Source: the OMol25 dataset; level of theory: ωB97M-V with the def2-TZVPD basis set.

```
! RIJCOSX wB97M-V def2-TZVPD def2/J DEFGRID3
* xyz 0 1
C 1.63 1.10 0.52
C 1.76 -1.58 -1.35
O 1.09 0.38 -0.59
H 2.70 1.22 0.34
H 1.46 0.58 1.46
H 1.18 2.09 0.58
H 1.94 -2.48 -0.79
H 2.64 -0.95 -1.32
H 1.45 -1.75 -2.38
C -2.22 -0.56 1.02
C -1.29 0.32 0.23
C -1.52 1.62 0.01
C -0.16 -0.38 -0.40
N -0.08 -1.55 -0.78
H -2.51 -1.42 0.42
H -1.71 -0.94 1.91
H -3.11 -0.01 1.33
H -2.42 2.09 0.38
H -0.85 2.22 -0.58
*
```

The HOMO energy is -9.200 eV. The calculation puts the energy above the lowest of the compared OMol25 structures with the same formula, charge and spin at 105.52 kcal/mol. The value obtained for the calculated total energy is -9933.8785 eV. The value obtained for the LUMO energy is 0.889 eV.

***

No. 3
A cluster of 2 separate species, C6H11NO2 in total at a distorted geometry. Source: the OMol25 dataset; level of theory: ωB97M-V with the def2-TZVPD basis set.

```
! RIJCOSX wB97M-V def2-TZVPD def2/J DEFGRID3
* xyz 0 1
C 0.12 2.39 -1.22
C -0.69 1.48 -0.33
C -1.31 0.22 -0.83
C -0.16 0.14 0.17
C -0.49 -0.22 1.53
N -0.90 -0.46 2.60
C 1.18 -0.40 -0.31
O 1.16 -1.78 -0.57
H 0.58 1.85 -2.06
H -0.54 3.16 -1.65
H 0.92 2.90 -0.66
H -1.27 2.02 0.43
H -2.30 -0.06 -0.49
H -1.06 -0.10 -1.84
H 1.45 0.10 -1.25
H 1.96 -0.15 0.43
H 1.15 -2.28 0.26
O 0.45 -2.93 1.86
H -0.08 -2.38 2.52
H -0.18 -3.48 1.38
*
```

The HOMO energy is -10.231 eV. The calculation puts the energy above the lowest of the compared OMol25 structures with the same formula, charge and spin at 42.57 kcal/mol. As for the SMILES: C[C@H]1C[C@@]1(C#N)CO.O. The value obtained for the calculated total energy is -11984.4221 eV. The value obtained for the LUMO energy is 0.792 eV.

***

No. 4
A cluster of 2 separate species, C6H11NO2 in total at a distorted geometry. Source: the OMol25 dataset; level of theory: ωB97M-V with the def2-TZVPD basis set.

```
! RIJCOSX wB97M-V def2-TZVPD def2/J DEFGRID3
* xyz 0 1
C -0.38 -2.28 -0.79
C 0.19 -1.18 -0.42
C 1.07 -0.22 -0.15
C 1.81 -0.19 1.15
C 1.48 0.77 -1.19
H 0.20 -3.16 -1.07
H -1.46 -2.37 -0.80
H 2.70 -0.83 1.09
H 1.18 -0.54 1.97
H 2.14 0.83 1.40
H 2.30 0.36 -1.80
H 0.65 1.01 -1.86
H 1.83 1.71 -0.74
N -1.03 1.64 1.01
C -1.81 0.81 0.42
O -2.36 1.05 -0.77
O -2.48 -0.11 1.11
H -0.84 2.40 0.35
H -3.04 0.37 -0.93
H -2.14 -0.06 2.02
*
```

The HOMO energy is -8.632 eV. The calculation puts the energy above the lowest of the compared OMol25 structures with the same formula, charge and spin at 63.30 kcal/mol. As for the SMILES: C=C=C(C)C.N=C(O)O. The value obtained for the calculated total energy is -11983.5232 eV. The value obtained for the LUMO energy is 0.595 eV.

***

No. 5
A structure of composition C6H11NO2 at a distorted geometry. Source: the OMol25 dataset; level of theory: ωB97M-V with the def2-TZVPD basis set.

```
! RIJCOSX wB97M-V def2-TZVPD def2/J DEFGRID3
* xyz 0 1
C -0.93 -0.05 1.65
C 1.02 1.65 0.01
C 0.14 -2.02 0.56
C -1.26 0.15 -0.86
C 0.51 0.31 -0.42
C -0.17 -0.55 0.60
N 1.32 -0.34 -1.37
O -1.83 1.38 -0.83
O -1.67 -0.68 -1.64
H -1.56 1.88 -0.05
H 1.68 0.29 -2.08
H 0.87 -1.13 -1.82
H -1.26 -0.72 2.43
H -1.05 1.00 1.85
H 0.70 1.95 1.01
H 2.11 1.65 0.01
H 0.68 2.42 -0.68
H -0.48 -2.55 1.28
H -0.05 -2.49 -0.40
H 1.21 -2.15 0.75
*
```

The HOMO energy is -7.594 eV. The calculation puts the energy above the lowest of the compared OMol25 structures with the same formula, charge and spin at 74.33 kcal/mol. The value obtained for the calculated total energy is -11983.0449 eV. The value obtained for the LUMO energy is 0.687 eV.

***

No. 6
A cluster of 2 separate species, C6H11NO2P in total at a distorted geometry. Source: the OMol25 dataset; level of theory: ωB97M-V with the def2-TZVPD basis set.

```
! RIJCOSX wB97M-V def2-TZVPD def2/J DEFGRID3
* xyz 1 3
C 0.99 1.05 -1.33
C 0.05 -2.38 0.69
C -1.30 -2.17 1.48
C -1.14 0.62 1.65
C -0.41 0.02 0.47
C 0.89 2.99 -2.87
N 0.61 -0.96 0.70
O 1.94 0.31 -1.40
O 0.40 2.03 -1.89
P -2.09 -0.67 0.61
H 0.81 -3.00 1.24
H -0.10 -2.82 -0.25
H -2.10 -3.00 1.43
H -1.06 -2.05 2.56
H -0.97 0.66 2.77
H -1.77 1.58 1.39
H 0.39 3.99 -2.49
H 0.50 2.52 -3.86
H 1.94 2.94 -2.79
H 0.86 -0.92 1.65
H 1.56 -0.76 0.22
*
```

The HOMO energy (spin up / spin down) is -10.420 / -14.046 eV. The calculation puts the energy above the lowest of the compared OMol25 structures with the same formula, charge and spin at 86.90 kcal/mol. The value obtained for the calculated total energy is -21260.6940 eV. The value obtained for the LUMO energy (spin up / spin down) is -2.733 / -5.603 eV.

***

No. 7
An isolated molecule of C6H11NO2S at a distorted geometry. Source: the OMol25 dataset; level of theory: ωB97M-V with the def2-TZVPD basis set.

```
! RIJCOSX wB97M-V def2-TZVPD def2/J DEFGRID3
* xyz 0 1
C -1.93 -0.41 -2.01
N -0.87 0.16 -1.57
S -0.49 0.41 -0.03
O -1.23 -0.49 1.05
C -0.50 2.06 0.16
C -1.53 2.73 0.97
O 1.10 0.12 -0.19
C 1.59 -1.17 -0.27
C 2.87 -1.53 0.46
C 1.53 -2.17 0.87
H -2.43 -0.18 -2.91
H -2.68 -1.06 -1.49
H -0.26 2.43 -0.76
H -1.11 3.52 1.55
H -2.34 3.22 0.36
H -2.13 1.89 1.51
H 1.49 -1.47 -1.37
H 3.13 -0.76 1.17
H 3.44 -2.16 -0.09
H 1.25 -3.19 0.73
H 1.09 -1.95 1.89
*
```

The HOMO energy (spin up / spin down) is -7.803 / -7.804 eV. The calculation puts the energy above the lowest of the compared OMol25 structures with the same formula, charge and spin at 143.10 kcal/mol. As for the SMILES: C=N[S@](=O)(=CC)OC1CC1. The value obtained for the calculated total energy is -22813.9169 eV. The value obtained for the LUMO energy (spin up / spin down) is -0.134 / -0.134 eV.